[1]
Formula: C25H24FN3Pd
Source: OMol25
Level of theory: wB97M-V/def2-TZVPD

HOMO (spin up / spin down) = -5.883 / -7.538 eV
energy relative to the best compared isomer or geometry (same formula, charge and spin) = 20.2 kJ/mol
LUMO (spin up / spin down) = 0.1 / -0.2 eV

```
! RIJCOSX wB97M-V def2-TZVPD def2/J DEFGRID3
* xyz 0 3
Pd 0.9507 -1.0459 -0.8973
C -1.6036 1.6002 -2.5698
C -1.3871 2.2187 -1.2222
C -1.5446 3.5402 -0.9721
C -1.2822 4.0657 0.3249
C -0.6818 3.2479 1.2548
C -0.4388 1.9054 0.9746
N -0.9825 1.3658 -0.1992
C 0.5131 1.1206 1.7484
C 0.6523 1.3739 3.1246
C 1.6427 0.7410 3.8313
C 2.4831 -0.1423 3.1652
C 2.2618 -0.3949 1.8202
N 1.2856 0.2077 1.1210
C 3.1817 -1.3176 1.0876
C 4.0309 -2.2020 1.7444
C 4.9208 -2.9473 0.9940
C 4.9596 -2.7855 -0.3799
C 4.0624 -1.9091 -0.9768
C 4.0506 -1.6607 -2.4535
N 3.1831 -1.2208 -0.2418
H -1.6042 2.3745 -3.3344
H -2.5552 1.0693 -2.6266
H -0.8035 0.8889 -2.7886
H -1.8373 4.1960 -1.7808
H -1.4514 5.1110 0.5397
H -0.3054 3.6686 2.1778
H -0.0294 2.0555 3.6129
H 1.7727 0.9302 4.8889
H 3.3029 -0.6105 3.6870
H 3.9916 -2.3297 2.8160
H 5.5852 -3.6493 1.4817
H 5.6628 -3.3396 -0.9867
H 4.5331 -2.4695 -3.0000
H 4.5839 -0.7323 -2.6699
H 3.0231 -1.5438 -2.7922
F -7.2209 0.2317 -0.1290
C -5.8734 0.1848 -0.1352
C -5.1746 0.9749 0.7569
C -3.7902 0.9198 0.7442
C -3.1164 0.0939 -0.1508
C -1.6074 0.0331 -0.1410
C -3.8519 -0.6833 -1.0360
C -5.2395 -0.6479 -1.0332
H -5.7138 1.6148 1.4420
H -3.2236 1.5398 1.4299
H -1.2359 -0.5464 -0.9980
H -1.2563 -0.4590 0.7636
H -3.3351 -1.3310 -1.7351
H -5.8260 -1.2490 -1.7146
C 0.6301 -2.7465 -2.0048
H 1.4948 -3.0568 -2.5988
H -0.2264 -2.7082 -2.6864
H 0.4400 -3.5450 -1.2771
*
```

---

[2]
Formula: C25H24IrN7S
Source: OMol25
Level of theory: wB97M-V/def2-TZVPD

HOMO (spin up / spin down) = -17.158 / -17.150 eV
LUMO (spin up / spin down) = -9.7 / -11.9 eV

```
! RIJCOSX wB97M-V def2-TZVPD def2/J DEFGRID3
* xyz 3 6
Ir 0.0974 -0.2486 -0.1293
C 2.0532 0.4312 -2.8876
C 1.0639 1.5373 -2.6817
C 1.1228 2.6718 -3.4863
C 0.1787 3.6672 -3.3415
C -0.8451 3.4927 -2.4198
C -0.8611 2.3439 -1.6523
N 0.1019 1.4052 -1.7561
C -1.9448 2.0422 -0.6931
C -3.1356 2.7514 -0.6340
C -4.0920 2.3782 0.2956
C -3.8382 1.3196 1.1542
C -2.6323 0.6464 1.0449
N -1.7271 1.0032 0.1251
C -2.2153 -0.4472 1.9521
C -3.0793 -1.0199 2.8608
C -2.5867 -1.9723 3.7468
C -1.2443 -2.2804 3.7105
C -0.4138 -1.6760 2.7678
C 1.0494 -1.9839 2.7877
N -0.9118 -0.8058 1.8754
H 2.1858 0.2574 -3.9552
H 1.7060 -0.5051 -2.4491
H 3.0317 0.6884 -2.4785
H 1.9050 2.7524 -4.2290
H 0.2195 4.5595 -3.9518
H -1.6093 4.2463 -2.3086
H -3.3242 3.5750 -1.3051
H -5.0276 2.9172 0.3587
H -4.5648 1.0444 1.9028
H -4.1195 -0.7350 2.8932
H -3.2418 -2.4398 4.4694
H -0.8154 -2.9777 4.4171
H 1.3957 -2.0088 3.8204
H 1.6230 -1.2252 2.2622
H 1.2511 -2.9687 2.3607
C 3.6023 -3.3212 -0.4020
C 2.6852 -2.1752 -0.2248
N 1.3747 -2.2335 -0.4147
N 0.8517 -3.3736 -0.7552
C -0.4749 -3.2617 -1.2005
N -1.0213 -4.4310 -1.4179
S -1.2419 -1.7858 -1.5324
C 3.1764 -0.8512 0.1511
C 4.5164 -0.6092 0.4201
C 4.9199 0.6711 0.7875
C 3.9699 1.6706 0.8694
C 2.6434 1.3630 0.5742
N 2.2540 0.1405 0.2308
H 3.0772 -4.2190 -0.7070
H 4.1317 -3.5169 0.5350
H 4.3611 -3.0752 -1.1492
H -0.4758 -5.2735 -1.2724
H -1.9665 -4.5223 -1.7694
H 5.2404 -1.4082 0.3506
H 5.9603 0.8740 1.0038
H 4.2334 2.6813 1.1486
H 1.8767 2.1281 0.6119
*
```

---

[3]
Formula: C25H24N10OPbS5
Source: OMol25
Level of theory: wB97M-V/def2-TZVPD

HOMO (spin up / spin down) = -7.604 / -7.559 eV
energy relative to the best compared isomer or geometry (same formula, charge and spin) = 188.6 kJ/mol
LUMO (spin up / spin down) = -1.9 / -2.7 eV

```
! RIJCOSX wB97M-V def2-TZVPD def2/J DEFGRID3
* xyz 0 1
Pb 0.3431 0.0905 -0.9333
S 2.9662 0.8391 -1.3733
C 3.2210 1.8383 0.0418
C 4.4957 1.8225 0.6334
C 4.7862 2.5795 1.7534
C 3.8023 3.3689 2.3359
C 2.5398 3.4107 1.7692
C 2.2420 2.6627 0.6321
S 0.6174 2.7886 -0.0740
C -0.4485 2.4643 1.3770
C -1.7636 1.8166 0.9802
C -2.7075 1.5344 1.9524
C -3.8977 0.9561 1.5625
C -4.1276 0.7194 0.2186
C -3.1463 1.0418 -0.7051
C -3.3769 0.8480 -2.1798
S -3.7516 -0.8229 -2.6988
C -0.7608 -1.1981 -4.7276
C -1.2101 -1.7950 -5.9152
C -1.5413 -1.0428 -7.0151
C -1.4596 0.3436 -6.9409
C -1.0352 0.9346 -5.7738
C -0.6474 0.1961 -4.6384
S -0.0271 1.2072 -3.3407
N -1.9605 1.5492 -0.3143
H 5.2533 1.1930 0.1845
H 5.7801 2.5426 2.1826
H 4.0194 3.9567 3.2186
H 1.7758 4.0469 2.2011
H -0.6609 3.4142 1.8670
H 0.1046 1.8166 2.0572
H -2.4938 1.7280 2.9955
H -4.6382 0.6788 2.3023
H -5.0607 0.2860 -0.1204
H -2.4743 1.1508 -2.7211
H -4.1850 1.4975 -2.5256
H -1.3060 -2.8691 -5.9487
H -1.8757 -1.5314 -7.9210
H -1.7359 0.9550 -7.7912
H -0.9697 2.0130 -5.6980
N -0.4316 -3.5033 -0.5394
C -0.4036 -3.1203 -1.8394
N -0.2692 -4.0527 -2.8108
N -0.3121 -3.4052 -3.9334
N -0.4556 -2.1291 -3.6669
N -0.4970 -1.8954 -2.3374
C -0.7085 -2.7563 0.5963
N -0.8389 -3.3426 1.7712
N -1.0580 -2.3213 2.6203
N -1.0547 -1.1974 1.9850
N -0.8304 -1.4348 0.6739
H -0.3534 -4.4955 -0.3854
O 1.6464 -0.1755 1.4849
S 2.3640 -0.3054 2.7995
C 2.2146 -2.0645 3.3001
C 1.4304 -2.1436 4.6154
C 1.5035 -0.7573 5.2611
C 1.2382 0.2223 4.1279
H 3.2285 -2.4549 3.3826
H 1.7073 -2.5532 2.4673
H 1.8363 -2.9131 5.2714
H 0.3906 -2.3894 4.4019
H 2.5015 -0.5827 5.6773
H 0.7811 -0.6430 6.0696
H 1.4532 1.2611 4.3832
H 0.2325 0.1209 3.7148
*
```

---

[4]
Formula: C25H24N2O5
Source: OMol25
Level of theory: wB97M-V/def2-TZVPD

HOMO = -8.274 eV
energy relative to the best compared isomer or geometry (same formula, charge and spin) = 243.6 kJ/mol
SMILES = CCCOc1ccc([C@H]2C(C(=O)c3ccc(C)o3)=C(O)C(=O)N2Cc2cccnc2)cc1
LUMO = -0.1 eV

```
! RIJCOSX wB97M-V def2-TZVPD def2/J DEFGRID3
* xyz 0 1
C 3.7558 3.6022 1.2305
C 4.9257 3.5817 0.2537
C 5.2214 2.1957 -0.3289
O 4.2591 1.7928 -1.2840
C 3.1286 1.1316 -0.9243
C 2.1569 1.0376 -1.9250
C 0.9710 0.3778 -1.6941
C 0.7231 -0.2169 -0.4622
C 1.6925 -0.1436 0.5229
C 2.8842 0.5232 0.3029
H 3.6051 0.5665 1.1034
H 1.5142 -0.6011 1.4850
C -0.5799 -0.9398 -0.2195
N -0.8131 -1.9682 -1.2140
C -1.9170 -1.7367 -1.9426
O -2.3716 -2.3801 -2.8725
C -2.5339 -0.4953 -1.3965
C -1.7836 -0.0349 -0.3736
C -1.9062 1.1713 0.4530
O -0.9348 1.6898 0.9825
C -3.2454 1.7184 0.6245
C -3.6237 2.9445 1.1276
C -5.0281 2.9657 1.0970
C -5.4198 1.7512 0.5921
O -4.3489 0.9997 0.3108
C -6.7693 1.1879 0.3348
H -7.5307 1.9210 0.5821
H -6.9259 0.2916 0.9340
H -6.8626 0.9083 -0.7134
H -5.6696 3.7654 1.4061
H -2.9595 3.7156 1.4592
O -3.6322 -0.0345 -1.9934
H -3.8363 -0.6601 -2.7148
C 0.1315 -3.0313 -1.4599
C 0.4285 -3.7804 -0.1913
C 1.6699 -3.7027 0.4270
C 1.8740 -4.3854 1.6151
C 0.8194 -5.1143 2.1438
N -0.3685 -5.1895 1.5681
C -0.5557 -4.5420 0.4339
H -1.5423 -4.6309 -0.0032
H 0.9243 -5.6631 3.0703
H 2.8269 -4.3488 2.1199
H 2.4608 -3.1137 -0.0166
H -0.3292 -3.6865 -2.2055
H 1.0578 -2.6116 -1.8725
H -0.5603 -1.3845 0.7845
H 0.2243 0.3268 -2.4739
H 2.3576 1.5051 -2.8760
H 5.3362 1.4558 0.4691
H 6.1594 2.2378 -0.8924
H 4.7188 4.2589 -0.5770
H 5.8295 3.9307 0.7580
H 3.6026 4.6126 1.6024
H 2.8369 3.2742 0.7508
H 3.9522 2.9540 2.0820
*
```